This record from the OMol25 dataset describes a cluster of 2 separate species, C4H8N4O3 in total in a non-equilibrium geometry. The level of theory is ωB97M-V/def2-TZVPD.

As for the orbital gap: 8.02 eV. The value obtained for the HOMO energy is -0.3196 Eh. The total energy is -601.8633 hartree. Its SMILES is [H]/N=C/N/C=N/N.O=CC(=O)O.

```
19
Properties=species:S:1:pos:R:3:mulliken_charge:R:1
H 0.8325 0.6075 -2.5535 0.284
N 1.1376 -0.0862 -1.8598 -0.785
C 0.8253 0.3311 -0.6832 -0.150
N 1.1034 -0.3730 0.4483 -0.018
C 0.8501 -0.0918 1.7689 -0.079
N 0.2508 0.9494 2.2174 -0.155
N 0.1422 0.9398 3.5861 -0.667
H 0.3851 1.3221 -0.4971 0.525
H 1.5996 -1.2319 0.2635 0.258
H 1.2257 -0.8825 2.4208 0.368
H -0.1059 1.8829 3.8812 0.269
H -0.6670 0.3611 3.8821 0.235
O -1.3331 0.3504 -0.4844 -0.478
C -1.3044 0.3272 -1.6981 -0.052
C -0.9604 -0.9635 -2.4311 0.621
O -0.9189 -1.0212 -3.6330 -0.550
O -0.7214 -1.9830 -1.6107 -0.467
H -1.5194 1.2117 -2.3217 0.423
H -0.8217 -1.6500 -0.6957 0.420
```



This record from the OMol25 dataset describes a structure of composition C29H26BN6O5S3Ta in a non-equilibrium geometry. The level of theory is ωB97M-V/def2-TZVPD.

As for the orbital gap: 6.91 eV. The value obtained for the HOMO energy is -0.2919 Eh. The total energy is -3102.1575 hartree.

```
71
Properties=species:S:1:pos:R:3:mulliken_charge:R:1
Ta -0.1554 -0.4323 -0.2192 -0.344
O 3.1878 2.2751 0.7248 -0.685
C 3.1784 2.2514 2.0624 0.410
C 4.0818 3.0992 2.7090 -0.668
C 4.1422 3.1536 4.0821 -0.344
C 3.3192 2.3410 4.8589 -0.767
C 2.4155 1.5056 4.2423 -0.557
C 2.3130 1.4583 2.8463 0.140
C 1.2664 0.6663 2.2075 0.736
O 1.3090 0.4815 0.9258 0.094
N 0.2748 0.2028 2.9278 -1.180
N -0.6758 -0.3707 2.1743 1.030
C -1.7409 -0.8342 2.7326 -1.188
C -2.8476 -1.3624 1.9821 1.539
C -3.8696 -2.0495 2.6479 -0.802
C -4.9476 -2.5640 1.9617 -0.754
C -5.0332 -2.3940 0.5848 -0.647
C -4.0528 -1.7046 -0.0998 -0.765
C -2.9476 -1.1793 0.5763 -0.006
O -2.0023 -0.5140 -0.0647 1.023
H 2.5672 1.6011 0.3871 0.193
H 4.7224 3.7063 2.0873 0.450
H 4.8472 3.8208 4.5559 0.389
H 3.3858 2.3758 5.9372 0.399
H 1.7633 0.8649 4.8157 0.462
H -1.8224 -0.8144 3.8199 0.357
H -3.7914 -2.1781 3.7185 0.430
H -5.7273 -3.0882 2.4935 0.410
H -5.8744 -2.8016 0.0453 0.445
H -4.1146 -1.5584 -1.1676 0.499
C 2.4004 -0.4647 -3.6732 -1.174
N 1.6343 0.7444 -3.5611 0.385
C 2.1077 1.9981 -3.8348 -0.547
C 1.0555 2.8495 -3.7432 -0.723
N -0.0551 2.1326 -3.4219 -0.128
B -1.4973 2.6476 -3.6233 0.880
N -2.3927 2.4651 -2.3619 0.354
C -3.7446 2.5692 -2.4857 -0.703
C -4.3044 2.5503 -1.2498 -0.474
N -3.2762 2.4280 -0.3583 0.352
C -3.3859 2.3872 1.0724 -0.742
C -2.1193 2.3633 -1.0634 -0.126
S -0.5842 2.2122 -0.3087 -0.541
C 0.3172 0.8578 -3.2844 0.072
S -0.7248 -0.4213 -2.8100 -0.560
H 3.1942 -0.4861 -2.9245 0.392
H 2.8378 -0.5234 -4.6711 0.417
H 1.7393 -1.3164 -3.5184 0.286
H 3.1324 2.1746 -4.0830 0.531
H 1.0081 3.9083 -3.8866 0.518
H -1.4451 3.8132 -3.8534 -0.207
H -1.9876 2.0050 -4.4972 -0.150
H -4.1949 2.6598 -3.4511 0.517
H -5.3268 2.6194 -0.9362 0.445
H -4.4194 2.5749 1.3578 0.312
H -2.7384 3.1459 1.5149 0.344
H -3.0794 1.4097 1.4510 0.212
O 3.6465 -1.0753 -0.5721 -0.676
C 2.5673 -1.6319 -0.6180 0.362
O 1.4708 -1.0104 -0.9666 0.445
C 2.4069 -3.0924 -0.3594 -0.068
C 3.5626 -3.8755 -0.4341 -0.795
C 3.5062 -5.2482 -0.3264 -0.629
C 2.2759 -5.8688 -0.1529 -0.540
C 1.1336 -5.1119 -0.0348 -0.923
C 1.1779 -3.7182 -0.1175 1.365
S -0.3535 -2.9107 0.1640 -0.550
H 4.5032 -3.3680 -0.5889 0.488
H 4.4075 -5.8392 -0.3694 0.398
H 2.2025 -6.9433 -0.1049 0.390
H 0.1710 -5.5657 0.1313 0.490
```



This record from the OMol25 dataset describes a structure of composition C19H28CrN4S2 in a non-equilibrium geometry. The level of theory is ωB97M-V/def2-TZVPD.

As for the orbital gap (alpha / beta): 5.28 / 5.61 eV. The value obtained for the HOMO energy (alpha / beta) is -0.6459 / -0.6464 Eh. The total energy is -2799.5948 hartree. As for the net charge: +3. The spin multiplicity is 4.

```
54
Properties=species:S:1:pos:R:3:lowdin_spin:R:1
Cr 0.0409 -0.0577 -0.0655 3.059
S -1.0734 2.1898 -0.2418 -0.077
S -0.6037 -2.3359 -0.1501 -0.010
C -2.8805 2.2192 -0.4564 -0.010
C -0.5765 2.4030 -1.9898 0.001
C -0.8788 1.1575 -2.7956 0.002
N -0.1774 -0.0229 -2.1904 -0.006
C -0.7678 -1.2712 -2.7545 0.003
C -0.3299 -2.4731 -1.9465 0.009
H 0.4942 2.6359 -1.9924 0.000
H -1.1315 3.2602 -2.3808 -0.001
H -0.5232 1.2794 -3.8314 -0.001
H -1.9542 0.9592 -2.8413 0.000
H -0.4261 -1.3767 -3.7962 -0.001
H -1.8569 -1.1731 -2.7711 0.000
H 0.7492 -2.6387 -2.0214 0.001
H -0.8682 -3.3682 -2.2579 0.001
C -2.4735 -2.3116 -0.1102 0.004
H 0.7822 0.0254 -2.5338 0.005
H -2.8844 -1.4754 -0.6964 0.001
H -2.7890 -2.2306 0.9396 0.000
H -2.8116 -3.2759 -0.5182 0.000
H -3.2950 2.1968 0.5576 0.000
H -3.2421 1.3577 -1.0270 -0.001
H -3.1631 3.1664 -0.9344 -0.004
C 4.9936 0.1664 -1.7570 0.003
C 5.1872 0.1550 -0.4268 0.002
H 4.9733 1.1070 -2.3186 0.000
H 4.9171 -0.7633 -2.3324 0.000
H 5.3432 1.0867 0.1254 0.000
H 5.2499 -0.7745 0.1440 0.000
C -2.0841 -2.7662 4.6296 -0.016
C -2.6855 -1.5238 4.3667 0.000
C -2.1320 -0.6413 3.4304 -0.012
C -0.9620 -1.0122 2.7369 -0.014
C -0.3761 -2.2740 2.9755 -0.015
C -0.9218 -3.1253 3.9346 0.000
N -0.2118 -0.1037 1.9299 -0.134
N 0.2982 0.9526 2.5847 0.115
C 1.3529 1.5204 1.8859 -0.010
C 2.1731 2.5328 2.4228 0.042
C 3.1427 3.1076 1.6148 0.009
C 3.2737 2.6730 0.2871 0.029
C 2.4594 1.6652 -0.1837 0.033
N 1.5684 1.0340 0.6226 -0.010
H -2.5010 -3.4338 5.3928 -0.001
H -3.5831 -1.2410 4.9150 0.000
H -2.5538 0.3553 3.2809 0.000
H 0.5733 -2.5124 2.4924 0.000
H -0.4222 -4.0719 4.1482 0.000
H 2.0304 2.7747 3.4760 0.001
H 3.8136 3.8752 1.9925 0.000
H 4.0652 3.0507 -0.3680 0.000
H 2.5615 1.2129 -1.1791 0.001
```



This record from the OMol25 dataset describes a structure of composition C2H8Ag2BrN4O2 in a non-equilibrium geometry. The level of theory is ωB97M-V/def2-TZVPD.

As for the orbital gap: 6.11 eV. The value obtained for the HOMO energy is -0.4340 Eh. The total energy is -3318.3052 hartree. As for the net charge: +1.

```
19
Properties=species:S:1:pos:R:3:mulliken_charge:R:1
Ag -2.7701 7.0337 0.0446 0.610
Ag -5.3280 4.5795 -0.0367 0.591
Br -3.8157 5.7492 2.1119 -0.419
C -7.9252 4.7119 1.9700 0.727
O -7.4292 4.5751 0.8298 -0.648
N -7.3523 5.4673 2.9387 -0.225
N -9.0953 4.0975 2.2583 -0.389
H -7.8986 5.7272 3.7389 0.200
H -6.4327 5.8337 2.7657 0.069
H -9.6240 4.2815 3.0931 0.202
H -9.6142 3.7494 1.4695 0.248
C -1.3152 6.8883 5.5439 0.598
O -0.5918 7.6074 6.1969 -0.616
N -1.0802 5.5340 5.4227 -0.350
N -2.4236 7.3552 4.8806 -0.215
H -0.2217 5.1869 5.8043 0.216
H -1.7101 4.9334 4.9257 0.153
H -2.9594 6.8110 4.2291 0.066
H -2.7048 8.2973 5.0757 0.184
```



This record from the OMol25 dataset describes a structure of composition C9H14FN3O in a non-equilibrium geometry. The level of theory is ωB97M-V/def2-TZVPD.

As for the orbital gap: 10.34 eV. The value obtained for the HOMO energy is -0.3551 Eh. The total energy is -690.6055 hartree.

```
28
Properties=species:S:1:pos:R:3:mulliken_charge:R:1
C -4.8306 0.3348 -0.3613 -0.161
C -3.5302 -0.1806 1.1187 0.057
C -0.9296 1.7050 -0.0252 -1.248
C -0.5430 0.2886 0.1621 0.946
C 1.8031 0.7405 0.9518 -1.622
C 1.3876 -0.5752 -1.1071 -1.857
C 1.0216 -1.5194 1.2915 -1.827
C -1.5155 -0.7207 -0.4850 -0.188
C 0.8079 -0.2392 0.3077 2.116
N -4.7447 0.2376 0.9479 -0.641
N -3.7809 0.0415 -1.0370 -1.163
N -2.9073 -0.3240 -0.1337 0.884
O -1.0577 1.0107 1.1689 -0.554
F -1.4604 -2.0274 -0.0723 -0.328
H -5.7915 0.5097 -0.9218 0.380
H -2.9319 -0.3712 1.9474 0.484
H -0.0456 2.2992 -0.2012 0.365
H -1.8975 2.1878 -0.3205 0.291
H 2.3342 0.1904 1.6789 0.415
H 1.2184 1.5992 1.4947 0.292
H 2.4484 1.1541 0.2397 0.375
H 2.4171 -0.8735 -0.9834 0.499
H 0.8467 -1.4174 -1.5252 0.446
H 1.4479 0.2800 -1.7610 0.369
H 2.0173 -1.8269 1.3471 0.577
H 0.4296 -2.4383 0.9943 0.302
H 0.6113 -1.3471 2.2999 0.423
H -1.5691 -0.8758 -1.5770 0.367
```



This record from the OMol25 dataset describes a structure of composition C28H30N2RuS4 in a non-equilibrium geometry. The level of theory is ωB97M-V/def2-TZVPD.

As for the orbital gap (alpha / beta): 6.79 / 6.33 eV. The value obtained for the HOMO energy (alpha / beta) is -0.3750 / -0.3775 Eh. The total energy is -2881.7873 hartree. As for the net charge: +1. The spin multiplicity is 2.

```
65
Properties=species:S:1:pos:R:3:lowdin_spin:R:1
Ru 0.1618 0.4648 -0.2276 0.819
C 0.3494 4.1281 -0.3446 0.006
C 1.8573 4.0032 -0.4281 0.001
S 2.3552 2.3868 -1.1155 0.038
C 3.9575 2.1583 -0.2812 0.005
C 4.2969 0.6825 -0.2011 0.000
S 3.0354 -0.3350 0.6234 0.009
C 3.0898 0.4001 2.2950 0.000
C 1.9655 -0.1656 3.1334 0.000
S 0.3006 0.1132 2.4525 -0.002
C -0.1561 1.7691 3.0872 0.000
C 0.2469 2.9208 2.1883 -0.002
S -0.5067 2.7764 0.5241 0.006
H -0.0953 4.1168 -1.3402 0.000
H 0.0763 5.0565 0.1569 0.001
H 2.3268 4.1217 0.5478 0.000
H 2.2445 4.7809 -1.0863 0.001
H 3.9068 2.6162 0.7059 0.000
H 4.7178 2.6810 -0.8611 0.002
H 5.2442 0.5405 0.3183 0.000
H 4.3688 0.2472 -1.1982 0.000
H 3.0103 1.4835 2.2103 0.000
H 4.0515 0.1479 2.7440 0.000
H 1.9815 0.2489 4.1409 0.000
H 2.0452 -1.2509 3.1981 0.000
H 0.3080 1.8839 4.0667 0.000
H -1.2382 1.7357 3.2159 0.000
H 1.3295 2.9586 2.0740 0.000
H -0.1119 3.8624 2.6078 0.000
C -5.3542 0.4936 2.2538 0.001
C -4.0387 0.2558 2.6298 0.000
C -3.0456 0.1999 1.6736 0.000
C -3.3472 0.3976 0.3228 -0.002
C -4.6836 0.6077 -0.0560 0.000
C -5.6674 0.6519 0.9084 0.000
N -2.3059 0.3877 -0.5803 -0.016
N -2.5324 0.4837 -1.8014 -0.006
C -1.5082 0.5153 -2.6802 -0.001
C -1.7966 0.5646 -4.0536 -0.002
C -0.7785 0.5447 -4.9774 0.004
C 0.5448 0.4629 -4.5493 -0.002
C 0.8347 0.4048 -3.1919 -0.001
C -0.1649 0.4742 -2.2353 -0.025
H -6.1326 0.5474 3.0019 0.000
H -3.7966 0.1041 3.6736 0.000
H -2.0214 -0.0246 1.9364 0.000
H -4.9023 0.7269 -1.1075 0.000
H -6.6953 0.8113 0.6122 0.000
H -2.8345 0.5935 -4.3572 0.000
H -1.0068 0.5650 -6.0339 0.000
H 1.3465 0.4181 -5.2741 0.000
H 1.8670 0.2877 -2.8841 -0.001
C 0.2388 -1.4576 -0.5127 -0.013
C 0.2284 -2.6783 -0.4934 0.106
C 0.2354 -4.0971 -0.4963 0.009
C 0.4818 -4.8041 0.6881 0.022
C 0.4655 -6.1862 0.6843 -0.003
C 0.2021 -6.8792 -0.4901 0.026
C -0.0303 -6.1850 -1.6703 -0.003
C -0.0125 -4.8026 -1.6809 0.022
H 0.6817 -4.2525 1.5970 0.001
H 0.6568 -6.7285 1.6008 -0.001
H 0.1760 -7.9604 -0.4854 0.001
H -0.2279 -6.7260 -2.5860 -0.001
H -0.1948 -4.2494 -2.5920 0.001
```